(1)
Density functional theory data (ωB97M-V/def2-TZVPD) for a structure of composition C9H11NO3 at a distorted geometry.

Structure (ORCA input):
```
! RIJCOSX wB97M-V def2-TZVPD def2/J DEFGRID3
* xyz 0 1
C 1.6050 -3.4267 0.7760
C 0.6829 -2.7373 1.9557
C -0.6257 0.4586 1.9276
C -0.8341 1.0614 0.6410
C -1.4292 2.2315 0.4615
C -1.4563 2.7366 -0.8632
C -0.6886 2.2779 -1.9384
C 0.0874 1.2799 -1.7405
C 0.0142 0.6166 -0.4601
H 0.8411 -4.1273 0.0603
H 2.4514 -4.2090 0.9552
H 2.0834 -2.5167 0.1438
H 0.0561 -3.6115 2.1478
H 1.2051 -2.0466 2.7523
H -0.6348 1.5046 2.8009
H -1.6773 2.7302 1.3532
H -2.0340 3.7600 -1.2539
H -0.4420 2.9034 -3.8184
H 0.5086 -0.2803 -3.2150
H 0.8352 -0.2481 -0.5282
N -0.1175 -0.6888 2.4894
O 0.0400 -1.5658 1.4061
O -0.9026 3.1803 -3.0264
O 0.4317 0.7171 -3.0265
*
```

M = 181.19 u
Orbital gap = 8.7 eV
E_HOMO = -8.5455 eV
Relative energy (zero: lowest compared OMol25 entry of this formula, charge and spin) = 859.3 kJ/mol

=====

(2)
Density functional theory data (ωB97M-V/def2-TZVPD) for the molecule C9H11NO3 at a distorted geometry.

Structure (ORCA input):
```
! RIJCOSX wB97M-V def2-TZVPD def2/J DEFGRID3
* xyz 0 1
C 2.2310 2.5609 -0.2326
C 1.0754 2.0768 0.2646
C 0.4643 0.7078 0.0133
C 1.2814 -0.4843 -0.0682
C 2.8129 -0.4656 -0.1568
O 3.3246 -1.6929 0.4967
C 0.5316 -1.6478 -0.2741
N -0.8053 -2.0018 -0.2545
C -1.4751 -0.7688 -0.1447
C -2.9670 -0.8819 0.3892
O -3.6349 0.2387 -0.1643
C -0.9547 0.4662 0.0395
O -1.6878 1.6460 0.0172
H 2.8026 1.9683 -0.9440
H 2.3270 3.5769 -0.0607
H 0.6373 2.7086 1.1294
H 3.1268 0.3818 0.3682
H 2.9527 -0.4255 -1.2360
H 4.3254 -1.5762 0.1721
H 1.1046 -2.4370 -0.4827
H -3.0391 -0.8079 1.5065
H -3.4660 -1.7629 -0.2636
H -4.5773 0.2558 0.1804
H -2.5715 1.2157 -0.3663
*
```

M = 181.19 u
Orbital gap = 8.7 eV
E_HOMO = -8.4529 eV
Relative energy (zero: lowest compared OMol25 entry of this formula, charge and spin) = 488.8 kJ/mol

=====

(3)
Density functional theory data (ωB97M-V/def2-TZVPD) for the molecule C9H11NO4S at a distorted geometry.

Structure (ORCA input):
```
! RIJCOSX wB97M-V def2-TZVPD def2/J DEFGRID3
* xyz 0 1
C -2.7469 1.9729 -0.5300
C -2.9772 0.5774 0.0379
O -1.9222 -0.2933 -0.3803
C -0.9877 -0.2997 0.5609
C 0.3116 -0.5031 0.2246
C 0.6460 -0.8321 -1.1483
C 1.6568 -1.7390 -1.5075
C 2.2129 -2.4341 -0.4161
C 2.0642 -2.1703 0.9264
C 1.3161 -0.9376 1.2764
O 2.3118 0.1408 1.4636
N 1.7472 1.3661 1.4919
S 1.5982 1.9960 0.0682
O 0.8885 3.1764 -0.0128
O 2.2703 1.3941 -1.0415
H -3.6618 2.5750 -0.3389
H -2.0238 2.6143 0.0896
H -2.6076 1.9263 -1.5666
H -3.8983 0.3700 -0.5783
H -3.2473 0.4258 1.1193
H -1.2588 -0.0877 1.5675
H 0.1532 -0.2035 -2.0191
H 1.9028 -2.1237 -2.4536
H 2.7202 -3.3300 -0.6933
H 2.7049 -2.5713 1.6617
H 0.8271 -1.0098 2.1985
*
```

M = 229.26 u
Orbital gap (alpha / beta) = 7.9 / 7.9 eV
E_HOMO (alpha / beta) = -8.1166 / -8.1172 eV
Relative energy (zero: lowest compared OMol25 entry of this formula, charge and spin) = 683.0 kJ/mol

=====

(4)
Density functional theory data (ωB97M-V/def2-TZVPD) for a cluster of 2 separate species, C9H11O2 in total at a distorted geometry.

Structure (ORCA input):
```
! RIJCOSX wB97M-V def2-TZVPD def2/J DEFGRID3
* xyz -1 1
C -0.0521 1.2047 -1.1515
C 0.3876 0.5899 1.2633
C -0.3635 1.2790 0.3127
C 0.1227 0.7312 2.6143
C -0.9689 1.4807 3.0508
C -1.4550 2.0255 0.7510
C -1.7215 2.1593 2.1031
H 1.1638 -0.0963 0.9521
H 0.6913 0.2186 3.3612
H -0.9712 0.8346 -1.6182
H 0.5646 0.4032 -1.5562
H -1.1378 1.5720 4.1161
H -2.1123 2.4604 0.0065
H -2.5440 2.7730 2.4476
H 0.3565 2.1222 -1.5661
C 1.7623 -2.9775 -2.0013
C 0.2949 -2.5924 -2.3204
O -0.3701 -3.4819 -2.8818
O -0.0786 -1.4579 -1.9280
H 1.7705 -4.0608 -1.8662
H 2.1958 -2.3216 -1.2450
H 2.4648 -2.8658 -2.8440
*
```

M = 151.19 u
Orbital gap = 7.5 eV
E_HOMO = -4.1589 eV
Relative energy (zero: lowest compared OMol25 entry of this formula, charge and spin) = 54.0 kJ/mol

=====

(5)
Density functional theory data (ωB97M-V/def2-TZVPD) for a cluster of 2 separate species, C9H11O3 in total at a distorted geometry.

Structure (ORCA input):
```
! RIJCOSX wB97M-V def2-TZVPD def2/J DEFGRID3
* xyz -1 1
C 2.8550 -0.7571 -1.4898
C 3.2945 0.2292 -2.7779
O 3.4709 1.3984 -2.5871
O 3.5196 -0.5327 -3.7388
H 3.6918 -1.4210 -1.2638
H 2.1932 -1.3042 -2.0975
H 2.5664 0.0165 -0.7904
C -3.1787 -1.5274 1.3140
C -0.0003 1.3865 0.6298
C -0.8499 1.3546 1.7478
C -0.3382 0.4601 -0.4119
C -1.8942 0.4669 1.9266
C -1.3200 -0.4295 -0.2266
C -2.1900 -0.4690 0.9656
O 1.0525 2.2470 0.3941
H 1.5624 2.5130 1.2037
H -0.5382 2.1127 2.4970
H 0.3596 0.4124 -1.2510
H -2.3762 0.5304 2.8712
H -1.4959 -1.0868 -1.0971
H -4.2313 -1.2391 1.2136
H -3.0621 -1.9546 2.3307
H -3.0906 -2.4063 0.6379
*
```

M = 167.18 u
Orbital gap = 6.1 eV
E_HOMO = -3.2711 eV
Relative energy (zero: lowest compared OMol25 entry of this formula, charge and spin) = 227.9 kJ/mol

=====

(6)
Density functional theory data (ωB97M-V/def2-TZVPD) for a cluster of 2 separate species, C9H11O3 in total at a distorted geometry.

Structure (ORCA input):
```
! RIJCOSX wB97M-V def2-TZVPD def2/J DEFGRID3
* xyz -1 1
C 0.7912 -4.0750 -0.6674
C 2.1746 -3.4089 -0.6368
O 2.2366 -2.2020 -0.2285
O 3.0950 -4.0457 -1.1567
H 0.0219 -3.4453 -0.2202
H 0.7762 -5.0975 -0.2896
H 0.5123 -4.1710 -1.7127
C -1.3719 3.9888 -0.1637
C 0.8121 0.9972 0.6307
C 0.3264 2.2722 0.4385
C -0.0806 -0.0985 0.6530
C -1.0256 2.5789 0.2222
C -1.4386 0.2062 0.4982
C -1.8918 1.4979 0.2765
O 0.3233 -1.3252 0.9871
H 1.8611 0.7899 0.7872
H 1.0596 3.0693 0.4083
H 1.1825 -1.5946 0.3221
H -2.1026 -0.6507 0.5313
H -0.6009 4.4715 -0.7668
H -1.4093 4.6077 0.7189
H -2.9584 1.6177 0.1173
H -2.2931 4.0171 -0.7490
*
```

M = 167.18 u
Orbital gap = 7.8 eV
E_HOMO = -4.6401 eV
Relative energy (zero: lowest compared OMol25 entry of this formula, charge and spin) = 23.8 kJ/mol